Entry from the Open Molecules 2025 dataset: 2 unconnected molecules or ions with the total composition C2H8NO (the ωB97M-V functional and the def2-TZVPD basis).

Values from the calculation:
Total energy ... -5740.7144 eV
Net charge ... -1
Energy relative to the best compared isomer or geometry (same formula, charge and spin) ... 0.459 eV
HOMO-LUMO gap ... 5.74 eV

```
12
C2H8NO (the ωB97M-V functional and the def2-TZVPD basis)
O -2.02 -1.09 -2.26
N 2.13 1.83 1.66
C -0.99 -1.04 -0.07
C -0.88 -0.82 -1.60
H -1.17 -2.11 0.15
H -0.09 -0.70 0.47
H -1.85 -0.48 0.29
H 1.92 2.76 1.34
H 1.78 1.71 2.60
H -0.51 0.24 -1.71
H 1.70 1.15 1.05
H 0.00 -1.44 -1.92
```

Entry from the Open Molecules 2025 dataset: 2 unconnected molecules or ions with the total composition C2H8NO in a non-equilibrium geometry (the ωB97M-V functional and the def2-TZVPD basis).

Values from the calculation:
Total energy ... -5740.6341 eV
Net charge ... -1
Energy relative to the best compared isomer or geometry (same formula, charge and spin) ... 0.540 eV
HOMO-LUMO gap ... 6.41 eV

```
12
C2H8NO (the ωB97M-V functional and the def2-TZVPD basis)
O -1.56 -1.78 -2.06
N -0.30 0.17 -0.78
C 0.42 0.94 1.49
C 0.54 -0.08 0.38
H 0.96 0.66 2.42
H -0.96 -1.63 -2.80
H 1.61 -0.23 0.12
H 0.84 1.91 1.24
H -0.60 1.16 1.79
H -1.09 -1.16 -1.39
H -0.08 1.09 -1.16
H 0.23 -1.05 0.76
```

Entry from the Open Molecules 2025 dataset: 2 unconnected molecules or ions with the total composition C2H8NO in a non-equilibrium geometry (the ωB97M-V functional and the def2-TZVPD basis).

Values from the calculation:
Total energy ... -5740.6396 eV
Net charge ... -1
Energy relative to the best compared isomer or geometry (same formula, charge and spin) ... 0.534 eV
HOMO-LUMO gap ... 6.77 eV

```
12
C2H8NO (the ωB97M-V functional and the def2-TZVPD basis)
O 1.25 -1.00 -1.82
N 0.56 -0.43 0.98
C -1.31 0.96 -0.08
C -0.55 0.50 1.17
H 0.75 -0.59 -0.02
H -0.16 1.39 1.70
H 0.67 -1.58 -2.34
H -1.86 1.89 0.12
H -0.51 1.33 -0.73
H -1.86 0.15 -0.55
H 1.31 -0.04 1.52
H -1.31 0.12 1.87
```

Entry from the Open Molecules 2025 dataset: 2 unconnected molecules or ions with the total composition C2H8NO (the ωB97M-V functional and the def2-TZVPD basis).

Values from the calculation:
Total energy ... -5740.2503 eV
Net charge ... -1
Energy relative to the best compared isomer or geometry (same formula, charge and spin) ... 0.923 eV
HOMO-LUMO gap ... 6.26 eV

```
12
C2H8NO (the ωB97M-V functional and the def2-TZVPD basis)
O -2.51 1.21 0.66
N 0.64 -0.79 0.09
C -0.03 0.18 -0.79
C 2.08 -0.73 0.06
H 0.68 0.92 -1.18
H 0.29 -0.65 1.03
H -0.49 -0.34 -1.64
H 2.51 -1.52 0.68
H -3.17 0.92 0.01
H -0.79 0.74 -0.21
H 2.51 0.24 0.40
H 2.42 -0.85 -0.97
```

Entry from the Open Molecules 2025 dataset: 2 unconnected molecules or ions with the total composition C2H8NO in a non-equilibrium geometry (the ωB97M-V functional and the def2-TZVPD basis).

Values from the calculation:
Total energy ... -5733.7782 eV
Net charge ... +1
Energy relative to the best compared isomer or geometry (same formula, charge and spin) ... 1.106 eV
HOMO-LUMO gap ... 11.40 eV

```
12
C2H8NO (the ωB97M-V functional and the def2-TZVPD basis)
O -2.22 -0.60 -0.26
N 0.40 0.05 -0.19
C 1.14 1.28 0.20
C 0.77 -1.09 0.15
H -0.59 0.24 -0.41
H 0.11 -1.93 0.31
H 0.67 2.14 -0.26
H 1.85 -1.21 0.23
H 1.32 1.30 1.26
H -2.69 -1.44 -0.33
H 2.15 1.22 -0.24
H -2.91 0.04 -0.47
```

Entry from the Open Molecules 2025 dataset: 2 unconnected molecules or ions with the total composition C2H8NO2 in a non-equilibrium geometry (the ωB97M-V functional and the def2-TZVPD basis).

Values from the calculation:
Total energy ... -7788.7050 eV
Net charge ... -1
Energy relative to the best compared isomer or geometry (same formula, charge and spin) ... 0.480 eV
HOMO-LUMO gap ... 7.13 eV

```
13
C2H8NO2 (the ωB97M-V functional and the def2-TZVPD basis)
O 1.78 -0.91 -1.01
O -1.21 1.38 2.14
N -0.30 -0.32 0.08
C 1.21 -0.09 -0.18
C -0.96 -0.50 -1.23
H 1.61 -0.10 0.88
H -0.33 -1.24 0.53
H -0.78 0.79 1.46
H -0.77 0.42 -1.79
H 1.21 1.00 -0.48
H -0.58 -1.37 -1.75
H -1.14 2.25 1.72
H -2.05 -0.52 -1.08
```

no.,lowest unoccupied orbital energy (eV)
1,3.68
2,4.68
3,4.27
4,3.97
5,-5.15
6,4.36